Formula: C42H62Cl12F32O4
Source: OMol25
Level of theory: ωB97M-V/def2-TZVPD

Values from the calculation:
HOMO-LUMO gap, eV: 10.703
E_HOMO, eV: -10.42
SMILES: FC(F)C(F)(F)COC(F)(F)C(F)F.FC(F)C(F)(F)COC(F)(F)C(F)F.FC(F)C(F)(F)COC(F)(F)C(F)F.FC(F)C(F)(F)COC(F)(F)C(F)F.ClC(Cl)Cl.ClC(Cl)Cl.ClC(Cl)Cl.ClC(Cl)Cl.CCCCCC.CCCCCC.CCCCCC
Strongest force on any atom, eV Å⁻¹: 3.502

Each line ends with the Löwdin charge.
Geometry (Å):
F -16.770 -15.436 4.776  0.079
C -15.430 -15.196 4.667  -0.305
F -15.225 -13.896 4.958  0.066
C -14.525 -16.199 5.402  -0.440
F -14.917 -16.280 6.703  0.115
F -13.251 -15.767 5.295  0.120
C -14.629 -17.610 4.806  -0.039
O -14.684 -17.639 3.388  0.033
C -13.608 -18.096 2.674  -0.548
F -12.498 -17.498 3.164  0.128
F -13.424 -19.411 2.793  0.168
C -13.804 -17.804 1.172  -0.293
F -14.177 -16.553 0.847  0.065
F -12.716 -18.217 0.486  0.102
H -15.242 -15.339 3.597  0.132
H -15.533 -18.037 5.239  0.152
H -13.789 -18.185 5.196  0.154
H -14.625 -18.439 0.816  0.174
F -12.741 -15.626 9.231  0.099
C -12.058 -14.484 9.468  -0.285
F -10.785 -14.784 9.883  0.067
C -11.980 -13.549 8.225  -0.440
F -11.263 -14.164 7.267  0.141
F -11.248 -12.487 8.664  0.114
C -13.396 -13.172 7.828  -0.082
O -14.136 -12.741 8.933  0.038
C -15.368 -12.201 8.606  -0.535
F -15.098 -11.022 8.002  0.084
F -16.015 -12.960 7.738  0.181
C -16.108 -12.001 9.944  -0.264
F -15.310 -11.524 10.936  0.099
F -17.179 -11.181 9.824  0.082
H -12.455 -13.959 10.342  0.169
H -13.791 -14.092 7.387  0.119
H -13.364 -12.507 6.959  0.157
H -16.448 -12.983 10.305  0.161
F -12.527 -5.704 1.888  0.117
C -11.484 -5.587 2.720  -0.323
F -11.838 -5.135 3.944  0.094
C -10.594 -6.810 2.829  -0.427
F -9.476 -6.528 3.521  0.137
F -10.223 -7.164 1.550  0.094
C -11.287 -8.100 3.411  -0.037
O -12.504 -8.328 2.740  0.030
C -13.647 -8.384 3.501  -0.537
F -13.723 -9.384 4.380  0.136
F -13.700 -7.214 4.212  0.089
C -14.794 -8.415 2.488  -0.267
F -14.815 -9.610 1.830  0.021
F -15.997 -8.245 3.065  0.104
H -10.824 -4.813 2.305  0.174
H -11.487 -7.741 4.428  0.138
H -10.551 -8.895 3.482  0.149
H -14.692 -7.687 1.684  0.175
F -19.811 -8.349 1.111  0.065
C -20.136 -8.393 2.452  -0.275
F -18.984 -8.596 3.144  0.082
C -20.855 -7.121 2.848  -0.457
F -20.154 -6.034 2.421  0.122
F -20.878 -7.042 4.190  0.142
C -22.234 -7.072 2.201  -0.044
O -23.057 -8.143 2.652  0.025
C -24.018 -7.852 3.594  -0.562
F -23.512 -7.374 4.725  0.184
F -24.856 -6.951 3.047  0.150
C -24.793 -9.152 3.831  -0.270
F -24.049 -10.060 4.492  0.094
F -25.935 -8.927 4.548  0.080
H -20.727 -9.310 2.546  0.166
H -22.283 -7.155 1.117  0.156
H -22.648 -6.075 2.385  0.153
H -25.200 -9.578 2.908  0.175
Cl -15.705 -7.975 8.580  0.555
C -14.505 -7.731 7.293  -1.564
Cl -13.057 -8.680 7.586  0.557
Cl -14.037 -6.065 7.046  0.572
H -14.969 -8.118 6.392  -0.014
Cl -17.011 -14.397 1.347  0.515
C -17.464 -12.660 1.085  -1.461
Cl -19.144 -12.337 1.650  0.513
Cl -17.312 -12.296 -0.644  0.521
H -16.827 -12.016 1.678  -0.019
Cl -12.048 -14.320 2.184  0.550
C -12.706 -12.871 1.396  -1.478
Cl -13.715 -12.075 2.619  0.585
Cl -13.709 -13.289 0.015  0.550
H -11.890 -12.202 1.157  0.023
Cl -24.942 -13.840 4.498  0.537
C -23.978 -15.020 3.618  -1.537
Cl -24.237 -16.691 4.175  0.515
Cl -22.261 -14.574 3.648  0.534
H -24.327 -15.039 2.594  0.004
C -25.451 -12.848 10.521  -0.123
C -24.317 -13.764 10.094  -0.278
C -22.929 -13.135 10.255  -0.232
C -21.793 -14.157 10.004  -0.220
C -20.477 -13.588 10.571  -0.272
C -19.265 -14.479 10.275  -0.103
H -25.366 -11.869 10.032  0.067
H -25.388 -12.639 11.588  0.073
H -26.422 -13.232 10.210  0.068
H -24.359 -14.520 10.892  0.102
H -24.415 -14.327 9.168  0.109
H -22.767 -12.727 11.255  0.111
H -22.864 -12.322 9.525  0.102
H -21.992 -15.104 10.509  0.111
H -21.775 -14.341 8.927  0.109
H -20.306 -12.582 10.181  0.088
H -20.617 -13.446 11.646  0.106
H -18.466 -14.115 10.926  0.055
H -19.398 -15.544 10.452  0.072
H -18.996 -14.287 9.235  0.068
C -16.910 -11.519 4.607  -0.082
C -17.390 -10.340 5.493  -0.235
C -18.899 -10.333 5.776  -0.202
C -19.293 -11.434 6.764  -0.207
C -20.786 -11.350 7.137  -0.249
C -21.725 -11.868 6.042  -0.101
H -17.569 -11.600 3.741  0.024
H -17.137 -12.412 5.188  0.054
H -15.860 -11.420 4.349  0.033
H -16.861 -10.407 6.445  0.079
H -17.144 -9.381 5.031  0.081
H -19.453 -10.416 4.835  0.096
H -19.246 -9.370 6.162  0.107
H -19.093 -12.429 6.355  0.109
H -18.795 -11.403 7.738  0.093
H -20.933 -11.866 8.090  0.070
H -20.995 -10.313 7.414  0.088
H -22.413 -12.601 6.471  0.056
H -22.287 -11.024 5.644  0.052
H -21.276 -12.418 5.215  0.031
C -19.824 -8.709 9.618  -0.119
C -20.648 -7.842 10.595  -0.248
C -22.127 -7.867 10.235  -0.236
C -22.892 -6.676 10.800  -0.240
C -24.362 -6.664 10.343  -0.271
C -25.047 -5.401 10.893  -0.122
H -19.735 -8.352 8.589  0.067
H -20.179 -9.742 9.578  0.055
H -18.782 -8.797 9.942  0.053
H -20.417 -8.247 11.580  0.108
H -20.256 -6.828 10.493  0.106
H -22.573 -8.812 10.558  0.115
H -22.251 -7.842 9.149  0.111
H -22.767 -6.559 11.879  0.115
H -22.487 -5.741 10.397  0.112
H -24.379 -6.649 9.251  0.103
H -24.942 -7.538 10.647  0.103
H -24.573 -4.525 10.444  0.068
H -26.116 -5.423 10.690  0.065
H -24.857 -5.311 11.963  0.067